Entry from the Open Molecules 2025 dataset: 13 unconnected molecules or ions with the total composition C59H71N14O at a distorted geometry (ωB97M-V/def2-TZVPD).

HOMO energy = -9.1359 eV
gap between HOMO and LUMO = 0.203 Ha
total charge = +1
electronic energy = -3132.233904 hartree

```
145
Properties=species:S:1:pos:R:3:forces:R:3
O -0.3548 -0.9619 2.1355 -0.25 0.18 -1.05
C -0.0290 -0.6019 1.0191 0.57 0.03 1.18
C -1.0701 -0.7514 -0.1526 -0.41 0.65 -0.24
C -2.4054 -0.0239 0.1615 -0.93 2.25 -0.01
C -2.8162 1.3494 -0.0152 0.63 -2.88 0.41
N -4.1524 1.4211 0.4251 0.63 -1.37 0.25
C -4.5737 0.2016 0.8766 1.36 0.45 -0.68
N -3.5321 -0.6604 0.7071 -0.22 0.97 -0.03
C 1.3846 0.0213 0.8554 0.95 0.63 -0.48
C 2.1860 0.1661 2.0843 0.99 0.71 -2.65
C 3.5294 0.7618 1.9870 -0.93 -0.01 -1.14
C 4.0902 1.2555 0.7270 -3.31 -1.44 -0.81
C 3.2305 1.0924 -0.5327 -0.20 -0.59 2.75
C 1.9010 0.4773 -0.4558 1.83 0.54 2.01
H -1.3373 -1.8349 -0.3359 0.76 1.03 0.18
H -0.6249 -0.2828 -1.0700 -0.62 -0.68 0.66
H -2.1632 2.1552 -0.4148 -1.11 -0.39 0.45
H -4.7558 2.2444 0.4259 0.41 -0.26 -0.04
H -5.5687 -0.0341 1.3077 0.98 0.20 -0.50
H -3.5547 -1.6485 0.9685 -0.04 0.39 -0.04
H 1.7813 -0.1919 3.0547 0.36 0.36 -0.93
H 4.1223 0.8459 2.9362 -0.58 -0.02 -1.13
H 5.1080 1.7186 0.7032 -1.16 -0.50 -0.06
H 3.5995 1.4300 -1.5267 -0.32 -0.31 0.97
H 1.3225 0.3716 -1.4030 0.52 0.03 1.00
N -1.9789 0.6116 -3.4097 0.01 -0.02 0.07
C -2.9760 0.6452 -4.3485 -0.11 0.04 -0.02
C -2.3927 0.8163 -5.5769 -0.12 -0.03 0.10
C -0.9896 0.8832 -5.3754 0.17 0.03 0.07
C -0.7636 0.7514 -4.0309 0.06 0.04 0.02
H -2.1160 0.5008 -2.4203 -0.07 -0.02 -0.23
H -4.0107 0.5461 -4.0609 0.04 0.00 -0.06
H -2.9156 0.8846 -6.5177 0.02 0.00 0.06
H -0.2318 1.0124 -6.1324 -0.05 -0.05 0.03
H 0.1533 0.7460 -3.4623 -0.01 0.02 -0.09
N 5.7806 3.3736 -1.8958 0.04 0.03 0.02
C 5.7324 3.6664 -3.2342 -0.12 -0.08 -0.06
C 6.4281 4.8288 -3.4386 -0.09 -0.11 -0.11
C 6.9204 5.2545 -2.1787 0.03 0.00 0.17
C 6.5081 4.3382 -1.2477 -0.03 0.00 0.12
H 5.3426 2.5832 -1.4525 0.19 0.19 -0.15
H 5.2069 3.0234 -3.9223 0.05 0.05 0.00
H 6.5692 5.3197 -4.3886 0.00 -0.04 0.05
H 7.5111 6.1344 -1.9778 -0.03 -0.06 -0.01
H 6.6673 4.2882 -0.1821 0.01 0.04 -0.06
N -0.6281 -6.0169 0.4761 0.08 0.19 -0.15
C -0.6696 -5.7218 -0.8596 -0.15 -0.10 0.02
C 0.0324 -4.5603 -1.0586 -0.13 0.02 -0.16
C 0.5208 -4.1428 0.2068 -0.01 0.15 0.13
C 0.0996 -5.0629 1.1323 -0.12 -0.06 0.18
H -1.0650 -6.8135 0.9094 -0.02 0.11 0.00
H -1.1952 -6.3616 -1.5511 0.04 0.06 0.00
H 0.1796 -4.0665 -2.0072 0.04 -0.09 0.02
H 1.1157 -3.2659 0.4152 0.06 -0.10 0.01
H 0.2530 -5.1200 2.1982 0.01 0.02 -0.06
N 6.1034 -1.5307 2.5260 0.00 0.01 0.07
C 6.6607 -2.5380 3.2671 -0.02 -0.06 0.00
C 8.0073 -2.2985 3.3610 -0.10 -0.11 0.07
C 8.2736 -1.0978 2.6547 -0.01 0.15 -0.08
C 7.0805 -0.6459 2.1532 -0.02 0.03 -0.03
H 5.1286 -1.4524 2.2924 0.12 -0.03 -0.01
H 6.0522 -3.3363 3.6608 0.06 0.03 -0.02
H 8.7225 -2.9164 3.8806 -0.05 0.04 -0.03
H 9.2320 -0.6190 2.5289 -0.06 -0.03 0.01
H 6.8427 0.2251 1.5641 0.07 -0.06 0.01
N -4.1950 -0.7297 4.3188 -0.06 -0.09 -0.10
C -3.2491 -1.5616 4.8613 0.19 -0.09 -0.02
C -3.7273 -2.0141 6.0628 0.09 -0.02 -0.13
C -5.0120 -1.4398 6.2524 -0.12 0.08 -0.07
C -5.2754 -0.6554 5.1611 -0.13 0.05 0.04
H -4.1092 -0.2500 3.4407 0.10 0.02 0.26
H -2.3211 -1.7558 4.3460 -0.02 0.03 0.06
H -3.2128 -2.6848 6.7327 -0.03 0.04 -0.04
H -5.6688 -1.5869 7.0952 0.04 0.02 -0.05
H -6.1331 -0.0514 4.9105 0.03 -0.02 0.08
N -0.4955 -11.0938 1.9500 0.03 0.06 0.08
C 0.7617 -11.1639 2.4874 0.00 -0.02 -0.03
C 1.3504 -9.9329 2.3497 0.05 -0.15 0.10
C 0.4109 -9.0856 1.7092 -0.11 0.07 0.02
C -0.7181 -9.8282 1.4773 -0.17 -0.01 -0.05
H -1.1530 -11.8537 1.9095 0.09 0.05 -0.02
H 1.1276 -12.0814 2.9191 0.01 0.07 -0.03
H 2.3448 -9.6698 2.6740 -0.06 -0.02 -0.02
H 0.5476 -8.0488 1.4483 0.13 -0.10 0.00
H -1.6586 -9.5663 1.0167 0.07 -0.03 -0.06
N 0.4360 4.1319 0.1000 -0.08 -0.02 0.01
C -0.0818 4.5416 -1.1028 -0.10 -0.19 -0.04
C -0.4143 5.8666 -0.9899 -0.07 -0.06 -0.09
C -0.0804 6.2747 0.3275 0.05 -0.04 0.10
C 0.4442 5.1849 0.9740 -0.01 0.00 0.10
H 0.7610 3.2019 0.3078 0.13 0.13 -0.03
H -0.1686 3.8549 -1.9312 0.06 0.09 -0.03
H -0.8481 6.4761 -1.7674 0.04 -0.05 0.03
H -0.2095 7.2574 0.7535 0.02 -0.07 0.01
H 0.8205 5.0678 1.9777 -0.01 0.05 -0.06
N -0.8692 10.2509 0.0031 -0.04 0.07 0.06
C -1.2313 11.4300 -0.5912 0.00 -0.02 -0.09
C -1.9054 12.1814 0.3366 0.05 0.03 -0.14
C -1.9474 11.4296 1.5392 0.00 -0.06 0.11
C -1.2984 10.2457 1.3039 0.02 -0.12 0.00
H -0.3660 9.5053 -0.4457 -0.01 0.11 0.04
H -0.9796 11.6307 -1.6201 -0.03 0.02 0.06
H -2.3213 13.1629 0.1707 0.03 -0.06 -0.01
H -2.4020 11.7242 2.4724 0.03 -0.07 -0.03
H -1.1060 9.4015 1.9467 -0.03 0.08 0.01
N -0.5159 -9.0364 -5.0377 -0.02 0.09 -0.03
C -1.0126 -8.6381 -6.2495 -0.03 -0.05 -0.01
C -1.3562 -7.3145 -6.1515 -0.02 -0.08 -0.14
C -1.0499 -6.8959 -4.8312 0.04 -0.01 0.16
C -0.5307 -7.9792 -4.1693 0.00 -0.04 0.12
H -0.1899 -9.9620 -4.8198 -0.01 0.10 -0.03
H -1.0794 -9.3299 -7.0738 -0.01 0.07 0.03
H -1.7791 -6.7129 -6.9407 0.04 -0.04 0.04
H -1.1932 -5.9109 -4.4139 0.02 -0.04 -0.03
H -0.1722 -8.0893 -3.1580 0.01 0.02 -0.06
N -0.2534 -1.1717 -9.8112 0.08 -0.01 0.07
C -0.6288 -1.0764 -8.4986 -0.08 0.04 0.00
C 0.3092 -1.7315 -7.7419 -0.10 0.10 0.06
C 1.2916 -2.2367 -8.6321 0.08 -0.02 -0.13
C 0.9187 -1.8731 -9.9005 -0.01 -0.02 -0.06
H -0.7594 -0.7858 -10.5893 0.06 -0.04 0.08
H -1.5290 -0.5537 -8.2180 0.04 -0.06 0.01
H 0.2924 -1.8355 -6.6680 -0.02 0.01 -0.06
H 2.1725 -2.8024 -8.3719 -0.05 0.03 -0.03
H 1.3837 -2.0532 -10.8564 -0.01 -0.01 0.07
N -3.4127 -8.3777 3.2840 -0.08 0.10 -0.06
C -4.7540 -8.1683 3.1090 -0.01 -0.05 0.01
C -5.0343 -6.8806 3.4898 -0.09 -0.08 -0.10
C -3.8139 -6.2880 3.9054 0.15 0.05 -0.03
C -2.8313 -7.2352 3.7644 0.13 -0.01 -0.03
H -2.9280 -9.2374 3.0894 0.02 0.11 0.07
H -5.3913 -8.9517 2.7312 0.00 0.06 0.05
H -6.0075 -6.4155 3.4711 0.05 -0.05 0.02
H -3.6721 -5.2809 4.2669 -0.01 -0.06 0.02
H -1.7721 -7.1964 3.9650 -0.06 -0.02 0.04
N -1.6783 13.5288 4.8388 0.04 -0.02 0.06
C -2.0538 13.6221 6.1523 -0.08 0.00 0.01
C -1.1165 12.9654 6.9071 -0.13 0.07 0.05
C -0.1342 12.4610 6.0156 0.05 -0.03 -0.12
C -0.5068 12.8268 4.7478 0.05 -0.05 -0.10
H -2.1841 13.9166 4.0614 0.08 -0.01 0.08
H -2.9535 14.1450 6.4345 0.06 -0.04 0.01
H -1.1330 12.8598 7.9805 0.00 0.02 -0.06
H 0.7466 11.8945 6.2748 -0.04 0.05 -0.02
H -0.0422 12.6483 3.7911 -0.03 -0.01 0.06
```
Positions in Å, forces in eV/Å.

Here are the Löwdin charges for atoms 1 to 6, given in e:
1 O 0.066
2 C -0.329
3 C -0.015
4 C -0.151
5 C 0.044
6 N 0.110